# 1
Below is C3H7NO2S in the gas phase in a non-equilibrium geometry, with properties calculated with the ωB97M-V functional and the def2-TZVPD basis.

Calculated values
Maximum force: 4.69 eV Å⁻¹
Energy above the lowest of the compared OMol25 structures with the same formula, charge and spin: 24.0 kcal per mole
HOMO-LUMO gap: 9.99 eV
Lowest unoccupied orbital energy: 0.61 eV
Electronic energy: -19644.5623 eV

Structure (ORCA input):
```
! wB97M-V def2-TZVPD RIJCOSX def2/J DEFGRID3
* xyz 0 1
C 0.5845 0.5148 1.0880
C 0.3251 -0.4989 0.0073
O 0.3627 -1.7401 0.7271
S 1.6296 -0.4551 -1.2166
C -1.0264 -0.3333 -0.6696
N -1.3186 0.9757 -0.9170
O -1.6728 -1.3624 -0.8743
H 0.6796 1.6829 0.7998
H -0.3053 0.5515 1.6043
H 1.3330 0.1147 1.6560
H -0.3802 -2.2713 0.2935
H 2.6135 0.0148 -0.3744
H -0.6075 1.6751 -0.7796
H -2.2173 1.1316 -1.3445
*
```

# 2
Below is 2 unconnected molecules or ions with the total composition C2H10NO in a non-equilibrium geometry, with properties calculated with the ωB97M-V functional and the def2-TZVPD basis.

Calculated values
Maximum force: 2.11 eV Å⁻¹
Energy above the lowest of the compared OMol25 structures with the same formula, charge and spin: 15.7 kcal per mole
HOMO-LUMO gap: 12.27 eV
Lowest unoccupied orbital energy: -3.55 eV
Electronic energy: -5767.0016 eV

Structure (ORCA input):
```
! wB97M-V def2-TZVPD RIJCOSX def2/J DEFGRID3
* xyz 1 1
C -0.2680 -1.1908 0.7175
C 0.7654 -0.4189 -0.0829
N 1.1152 0.8811 0.6294
H -0.9951 -1.8228 0.2205
H 0.2083 -1.8051 1.4907
H -0.8914 -0.5547 1.3597
H 1.6670 -0.9926 -0.2392
H 0.2974 -0.1186 -1.0033
H 0.9476 1.6116 -0.0548
H 2.0622 1.0180 0.9726
H 0.4798 1.0806 1.4144
H -1.3779 0.3951 -2.2910
H -2.4705 1.0278 -1.6379
O -1.5399 0.8893 -1.4956
*
```

# 3
Below is 3 unconnected molecules or ions with the total composition C40H27Cl2N2O4 in a non-equilibrium geometry, with properties calculated with the ωB97M-V functional and the def2-TZVPD basis.

Calculated values
Maximum force: 1.11 eV Å⁻¹
HOMO-LUMO gap: 8.09 eV
Lowest unoccupied orbital energy: -2.84 eV
Electronic energy: -78128.2691 eV

Structure (ORCA input):
```
! wB97M-V def2-TZVPD RIJCOSX def2/J DEFGRID3
* xyz 1 1
C 7.2090 -5.9150 -3.0060
C 5.8026 -5.4998 -2.7233
Cl 5.0161 -6.3709 -1.4642
C 5.1652 -4.5267 -3.3592
Cl 5.9099 -3.5588 -4.5581
N 3.8033 -4.1954 -3.0934
C 3.2705 -3.0586 -2.5415
C 1.9351 -3.2482 -2.4952
N 1.6726 -4.4807 -3.0196
C 0.3948 -5.1488 -3.2048
C -0.1632 -5.8412 -2.1415
C -1.3685 -6.4995 -2.3585
C -1.9739 -6.4562 -3.6122
C -1.4047 -5.7480 -4.6651
C -0.2009 -5.0831 -4.4603
C 2.8154 -5.0440 -3.3869
H 7.9038 -5.3414 -2.4057
H 7.3982 -5.7913 -4.0659
H 7.2894 -6.9723 -2.7891
H 3.8669 -2.2215 -2.2437
H 1.1764 -2.5808 -2.1319
H 0.3418 -5.8529 -1.1894
H -1.8240 -7.0371 -1.5441
H -2.9032 -6.9726 -3.7871
H -1.8694 -5.7138 -5.6337
H 0.2821 -4.5169 -5.2415
H 2.9747 -6.0085 -3.8230
C 2.9699 2.0287 1.5374
C 2.5607 0.7122 1.3525
C 1.5310 0.4220 0.4735
C 0.8964 1.4467 -0.2182
C 1.2948 2.7692 -0.0165
C 2.3383 3.0541 0.8550
C 0.5971 3.8915 -0.7042
O 0.9350 5.0402 -0.5138
C -0.5477 3.5642 -1.5963
C -1.2503 4.5971 -2.2026
C -2.3132 4.3109 -3.0426
C -2.6744 2.9905 -3.2872
C -1.9795 1.9564 -2.6835
C -0.9194 2.2378 -1.8308
C -0.2049 1.1163 -1.1658
O -0.5117 -0.0405 -1.3858
H 3.7772 2.2537 2.2212
H 3.0444 -0.0860 1.9001
H 1.2053 -0.5991 0.3297
H 2.6472 4.0800 0.9992
H -0.9619 5.6219 -2.0139
H -2.8623 5.1172 -3.5099
H -3.5026 2.7698 -3.9471
H -2.2602 0.9285 -2.8651
C -4.0862 1.2580 7.2643
C -5.2633 1.5426 6.5800
C -5.2268 2.2857 5.4125
C -4.0130 2.7561 4.9282
C -2.8329 2.4853 5.6249
C -2.8740 1.7281 6.7887
C -1.5237 3.0113 5.1470
O -0.4955 2.7664 5.7433
C -1.5123 3.8496 3.9151
C -0.3109 4.3943 3.4777
C -0.2768 5.1608 2.3255
C -1.4443 5.3838 1.6016
C -2.6453 4.8503 2.0363
C -2.6856 4.0863 3.1966
C -3.9919 3.5401 3.6612
O -5.0079 3.7291 3.0261
H -4.1171 0.6720 8.1732
H -6.2104 1.1829 6.9596
H -6.1374 2.5067 4.8734
H -1.9562 1.5152 7.3187
H 0.5930 4.2127 4.0429
H 0.6578 5.5830 1.9843
H -1.4115 5.9765 0.6974
H -3.5568 5.0235 1.4808
*
```